Entry 1:
{"formula": "C4H8O3", "method": "ωB97M-V/def2-TZVPD", "orbital_gap_ev": 10.37, "smiles": "O=CCCC=O.O", "e_homo_ev": -9.9561, "lumo_ev": 0.4, "species": ["O", "O", "O", "C", "C", "C", "C", "H", "H", "H", "H", "H", "H", "H", "H"], "xyz": [[-3.51566, -1.20014, 2.62478], [0.45968, 1.41077, -0.98092], [5.64395, -0.23620, -2.81855], [-3.07489, -0.88597, 1.51835], [-1.64585, -0.39625, 1.39414], [0.15019, 0.91716, 0.07552], [-1.25921, 0.20020, 0.08686], [-3.56768, -1.02048, 0.54115], [-1.83587, 1.02666, -0.25032], [0.99721, 0.76482, 0.93980], [-1.28542, 0.36756, 2.14347], [-1.22448, -0.29883, -0.94802], [4.96071, 0.17128, -3.37142], [-1.01830, -1.27228, 1.58464], [6.21562, 0.45170, -2.53946]], "forces_ev_per_angstrom": [[0.161, 0.583, -2.611], [0.369, 0.413, 1.003], [-1.099, -1.019, -0.602], [0.665, -0.295, 2.735], [0.738, 0.268, 0.346], [0.900, -1.721, -0.447], [2.196, 0.937, -2.147], [-0.592, -0.102, 0.263], [-1.206, 0.991, 0.388], [-2.066, 0.509, -1.362], [-1.056, -0.937, -0.202], [-0.045, -0.522, 1.933], [0.344, -0.063, 0.271], [-0.057, -0.123, 0.094], [0.748, 1.081, 0.336]]}



Entry 2:
{"formula": "C4H8O3", "method": "ωB97M-V/def2-TZVPD", "orbital_gap_ev": 9.62, "e_homo_ev": -8.8326, "lumo_ev": 0.8, "species": ["O", "O", "O", "C", "C", "C", "C", "H", "H", "H", "H", "H", "H", "H", "H"], "xyz": [[-1.48758, 1.61056, 0.07780], [2.86395, -0.19768, 0.95568], [1.15879, -0.43136, -0.82802], [1.37300, -0.21450, 1.45309], [-1.65897, 0.32041, -0.47662], [0.59679, -0.44352, 0.28774], [-0.89367, -0.65882, 0.39835], [-1.10482, -1.67983, 0.05788], [-1.84292, 2.25497, -0.54496], [-1.22804, -0.56583, 1.43725], [2.63857, -0.30253, -0.03022], [1.29193, -0.76222, 2.38293], [2.33524, 0.72617, 1.27829], [-1.25718, 0.26360, -1.49739], [-2.72214, 0.03623, -0.50309]], "forces_ev_per_angstrom": [[-0.096, 0.261, -0.122], [-0.121, 0.155, -0.039], [-0.032, -0.001, 0.254], [-0.297, -0.309, -0.043], [-0.021, -0.377, -0.164], [0.075, 0.033, -0.014], [-0.057, -0.045, 0.065], [0.046, 0.118, 0.042], [0.081, -0.044, 0.140], [0.079, -0.004, -0.114], [-0.019, 0.028, 0.079], [-0.029, 0.067, -0.149], [0.284, 0.010, -0.105], [-0.063, 0.049, 0.143], [0.172, 0.060, 0.029]]}



Entry 3:
{"formula": "C4H8O3", "method": "ωB97M-V/def2-TZVPD", "orbital_gap_ev": 9.88, "e_homo_ev": -9.3326, "lumo_ev": 0.5, "species": ["O", "O", "O", "C", "C", "C", "C", "H", "H", "H", "H", "H", "H", "H", "H"], "xyz": [[2.94859, -0.42729, 0.78859], [-0.90005, 1.03166, -1.83533], [-1.29192, 0.18728, 0.21160], [-0.46791, 0.61703, -0.78067], [0.65219, -0.27637, 0.56456], [-2.62913, -0.09892, -0.03526], [1.93555, 0.06062, -0.04824], [0.43509, -1.36272, 0.65964], [-3.07673, -0.32957, 0.93204], [0.48243, 0.16204, 1.56640], [1.93449, -0.38759, -1.05177], [-3.03260, 0.80119, -0.46977], [-2.71049, -0.94842, -0.71995], [3.77993, -0.18221, 0.37701], [1.94056, 1.15326, -0.15885]], "forces_ev_per_angstrom": [[0.733, -0.011, -0.061], [1.783, -0.676, 1.514], [-1.344, 0.243, 0.307], [-0.982, -1.619, 1.678], [0.721, 0.606, -0.969], [-1.070, 0.263, -0.330], [0.251, 0.151, -0.305], [-0.105, 0.813, -0.717], [-0.104, 0.044, -0.209], [-0.021, 0.213, -0.944], [0.414, 0.073, 0.065], [-0.918, -0.006, -0.222], [-0.168, 0.125, 0.022], [0.340, -0.119, 0.177], [0.471, -0.103, -0.007]]}



Entry 4:
{"formula": "C4H8O3", "method": "ωB97M-V/def2-TZVPD", "orbital_gap_ev": 8.62, "smiles": "C=C(C)O.O=CO", "e_homo_ev": -8.2111, "lumo_ev": 0.4, "species": ["O", "O", "O", "C", "C", "C", "C", "H", "H", "H", "H", "H", "H", "H", "H"], "xyz": [[-1.10334, 2.78055, -0.07652], [-0.01989, 1.75570, -1.77908], [1.51812, -1.94592, 1.42035], [0.52857, -0.98818, -0.53745], [0.36362, -1.69204, 0.77388], [-0.82656, -1.85586, 1.45295], [-0.41284, 2.75733, -1.22592], [-1.42881, 3.67811, 0.08565], [0.95860, -0.00140, -0.36343], [1.26787, -1.49046, -1.16446], [-0.33786, -0.97904, -1.21628], [-1.80530, -1.65518, 0.99514], [-0.68526, -2.00550, 2.53362], [-0.21251, 3.77037, -1.62565], [2.19559, -2.12849, 0.72721]], "forces_ev_per_angstrom": [[-0.151, -0.254, -0.092], [-0.698, 1.334, 1.030], [1.466, -0.458, -0.521], [0.224, -0.872, -0.872], [-3.395, 0.532, 0.678], [2.231, 0.566, -0.759], [0.695, -0.609, -1.063], [0.176, -0.161, 0.045], [-0.450, 0.071, -0.020], [0.377, -0.289, 0.069], [-0.002, 0.403, 0.826], [0.721, 0.037, 0.347], [-0.579, -0.455, -0.580], [-0.057, -0.155, -0.008], [-0.558, 0.310, 0.920]]}